{"formula": "C4H5Cl3O3S", "method": "ωB97M-V/def2-TZVPD", "homo_ha": -0.4142, "e_above_lowest_kcal_mol": 0.00, "homo_lumo_gap_ev": 10.211, "e_lumo_ev": -1.060, "elements": ["C", "C", "C", "Cl", "C", "O", "Cl", "S", "O", "O", "Cl", "H", "H", "H", "H", "H"], "positions_angstrom": [[-0.442, -0.109, 0.512], [0.463, 0.385, -0.585], [1.432, 1.400, -0.018], [0.643, 2.804, 0.625], [2.491, 0.908, 0.929], [2.811, 1.481, 1.889], [3.269, -0.597, 0.322], [2.532, 1.909, -1.523], [3.487, 2.781, -0.912], [2.953, 0.834, -2.361], [1.069, 3.064, -2.533], [-1.211, 0.499, 0.770], [0.295, -0.182, 1.364], [-0.908, -0.977, 0.251], [0.843, -0.431, -1.212], [-0.167, 0.788, -1.312]], "atomic_forces_ev_per_a": [[4.2272, 0.0361, 1.2223], [-0.7075, -0.7880, 0.0588], [0.1734, -0.4720, -2.6207], [-0.0407, 0.1017, 0.0552], [0.0492, -0.8400, -0.7208], [0.6388, 0.0706, 1.1991], [-0.1468, 0.3654, 0.6061], [-0.3200, 1.0013, 0.8253], [-0.0814, 0.0881, -0.6752], [-0.6682, 0.4131, 0.0502], [0.9336, -0.6062, 0.1433], [-1.9220, 2.4518, 0.7851], [-1.5093, -0.7258, -0.1415], [-0.7526, -2.8594, -0.4611], [0.9869, 0.0444, 0.8851], [-0.8610, 1.7189, -1.2111]]}

{"formula": "C4H12", "method": "ωB97M-V/def2-TZVPD", "homo_ha": -0.4089, "e_above_lowest_kcal_mol": 19.29, "homo_lumo_gap_ev": 12.245, "e_lumo_ev": 1.119, "elements": ["C", "C", "H", "H", "H", "H", "H", "H", "C", "C", "H", "H", "H", "H", "H", "H"], "positions_angstrom": [[0.219, -1.380, -1.057], [1.102, -1.913, -2.141], [0.349, -2.086, -0.216], [0.462, -0.394, -0.584], [-0.792, -1.125, -1.415], [0.759, -2.929, -2.448], [1.015, -1.423, -3.108], [2.166, -1.998, -1.955], [-0.063, 1.665, 1.136], [-1.323, 1.732, 2.056], [0.175, 0.618, 1.116], [-0.052, 1.947, 0.054], [0.831, 2.156, 1.710], [-2.054, 0.941, 1.844], [-1.948, 2.599, 1.985], [-0.847, 1.590, 3.023]], "atomic_forces_ev_per_a": [[0.2354, 1.2696, 1.3483], [-0.1819, -0.9872, -1.8875], [-1.0865, 0.2527, -0.2521], [0.6656, -0.7383, -0.8068], [0.0702, -1.0846, 0.3099], [0.2319, 0.3750, 0.6083], [-0.0141, 0.6874, 0.0502], [0.1046, 0.1200, 0.5026], [1.0690, 0.6100, 0.7752], [0.6562, -0.5306, -1.0913], [0.4085, -0.5327, 0.0531], [-0.4819, 0.3266, 1.0323], [-1.5893, -0.5915, -1.3827], [0.5142, -0.2731, 0.0954], [0.2301, 0.9892, 0.2240], [-0.8318, 0.1075, 0.4209]]}

{"formula": "C23H25BrCuN5O3S", "method": "ωB97M-V/def2-TZVPD", "homo_ha": [-0.4227, -0.4215], "e_above_lowest_kcal_mol": 0.00, "s2": 0.75, "homo_lumo_gap_ev": [8.445, 7.953], "multiplicity": 2, "total_charge": 1, "e_lumo_ev": [-3.058, -3.516], "elements": ["Cu", "C", "C", "N", "N", "C", "N", "S", "C", "C", "C", "C", "C", "N", "H", "H", "H", "H", "H", "H", "H", "H", "H", "H", "O", "C", "C", "C", "C", "C", "C", "C", "C", "N", "H", "H", "H", "H", "H", "H", "H", "H", "H", "H", "H", "Br", "C", "C", "C", "C", "C", "C", "C", "O", "O", "H", "H", "H", "H"], "positions_angstrom": [[-0.850, 0.622, 0.514], [0.389, -3.549, -0.978], [0.223, -2.178, -0.407], [-0.868, -1.596, -0.102], [-2.074, -2.137, -0.404], [-3.181, -1.355, -0.231], [-4.300, -1.846, -0.760], [-3.208, 0.079, 0.646], [1.442, -1.347, -0.159], [2.710, -1.823, -0.452], [3.804, -0.994, -0.247], [3.598, 0.279, 0.246], [2.296, 0.680, 0.516], [1.247, -0.108, 0.316], [-0.547, -4.092, -1.078], [1.040, -4.134, -0.326], [0.853, -3.498, -1.964], [-2.098, -2.810, -1.162], [-4.277, -2.595, -1.434], [-5.113, -1.254, -0.757], [2.847, -2.820, -0.844], [4.803, -1.344, -0.474], [4.419, 0.960, 0.422], [2.079, 1.671, 0.896], [-0.056, 2.776, 0.412], [-0.802, 3.960, 0.723], [-1.066, 3.989, 2.210], [-1.875, 2.769, 2.687], [-1.065, 1.655, 3.292], [-0.772, 1.679, 4.652], [-0.082, 0.634, 5.232], [0.297, -0.439, 4.440], [-0.006, -0.394, 3.097], [-0.653, 0.632, 2.528], [-0.081, 2.634, -0.550], [-1.750, 3.947, 0.175], [-0.235, 4.838, 0.409], [-1.629, 4.898, 2.427], [-0.123, 4.068, 2.757], [-2.470, 2.380, 1.859], [-2.590, 3.085, 3.447], [-1.109, 2.519, 5.245], [0.142, 0.646, 6.290], [0.815, -1.294, 4.849], [0.270, -1.202, 2.434], [-1.524, -2.693, -3.855], [-0.022, -1.517, -3.844], [1.081, -1.976, -4.553], [2.236, -1.213, -4.611], [2.291, 0.004, -3.947], [1.194, 0.438, -3.226], [0.012, -0.302, -3.161], [-1.136, 0.237, -2.330], [-2.278, -0.124, -2.539], [-0.768, 1.062, -1.391], [1.024, -2.925, -5.068], [3.084, -1.571, -5.179], [3.185, 0.613, -3.994], [1.228, 1.377, -2.693]], "atomic_forces_ev_per_a": [[-0.0570, -0.0400, 0.0359], [0.0023, -0.0369, -0.0382], [0.0510, 0.0318, 0.0535], [-0.0006, -0.0097, -0.0644], [0.0293, -0.0289, 0.1291], [-0.0924, -0.0498, -0.1021], [0.0525, 0.0497, 0.0237], [0.0152, 0.0087, 0.0797], [-0.0492, -0.0245, -0.0045], [0.0086, 0.0148, -0.0090], [-0.0030, -0.0009, -0.0049], [0.0005, 0.0052, 0.0105], [0.0056, 0.0086, 0.0029], [0.0204, 0.0391, -0.0038], [-0.0206, 0.0238, 0.0397], [0.0062, 0.0063, -0.0112], [0.0122, -0.0044, 0.0052], [-0.0163, 0.0147, -0.0669], [0.0027, -0.0263, 0.0229], [0.0007, 0.0070, -0.0047], [0.0053, -0.0017, 0.0042], [-0.0022, -0.0015, 0.0000], [0.0021, -0.0047, -0.0069], [-0.0072, -0.0113, -0.0007], [0.0698, 0.0740, -0.0286], [0.0220, -0.0649, -0.0140], [-0.0056, 0.0452, 0.0019], [-0.0631, -0.0075, 0.0285], [-0.0113, -0.0257, -0.0154], [-0.0266, 0.0187, -0.0121], [0.0074, -0.0017, 0.0431], [0.0057, -0.0245, -0.0318], [-0.0209, 0.0188, -0.0209], [0.0214, 0.0359, -0.0368], [-0.0178, 0.0027, 0.0040], [0.0007, -0.0004, 0.0000], [0.0037, 0.0160, 0.0255], [0.0075, 0.0056, -0.0093], [0.0041, -0.0292, -0.0078], [0.0121, -0.0012, -0.0155], [0.0205, 0.0157, 0.0065], [0.0005, -0.0069, 0.0033], [0.0003, -0.0012, -0.0018], [0.0022, 0.0040, 0.0000], [0.0049, -0.0041, 0.0103], [-0.0165, 0.0083, -0.0374], [0.0467, 0.0134, -0.0113], [-0.0256, -0.0064, 0.0059], [0.0052, 0.0107, 0.0036], [0.0060, -0.0250, -0.0095], [-0.0164, 0.0118, 0.0245], [-0.0133, -0.0147, -0.0073], [0.0251, 0.0337, 0.0732], [-0.0043, -0.0197, -0.0425], [-0.0087, -0.0545, -0.0204], [0.0049, 0.0002, -0.0035], [-0.0018, 0.0033, 0.0017], [-0.0028, -0.0028, 0.0025], [-0.0023, 0.0031, 0.0015]]}